# C5H8N2

A single C5H8N2 molecule (ωB97M-V with the def2-TZVPD basis set, the Open Molecules 2025 dataset).

Structure (XYZ):
```
15
Properties=species:S:1:pos:R:3:forces:R:3
C -2.4526 0.7745 0.1875 0.00 0.08 0.03
C -1.4249 0.5651 -0.8926 -0.28 -0.17 0.02
C 1.2372 0.2753 -0.3564 -0.10 -0.22 0.20
C -0.0280 0.8716 -0.7729 -0.30 0.14 -0.22
N -0.6200 1.7616 -1.4356 0.35 -0.31 0.14
N 1.1173 -0.6382 0.5136 0.08 0.19 -0.31
C 2.2553 -1.4406 0.8800 0.17 -0.11 0.08
H -2.1512 1.5762 0.8674 -0.03 -0.09 -0.07
H -3.4182 1.0377 -0.2575 0.11 0.00 0.10
H -2.5918 -0.1417 0.7743 0.06 0.14 -0.10
H -1.6944 -0.1925 -1.6330 -0.03 0.26 -0.03
H 2.1715 0.5500 -0.8687 -0.15 -0.04 0.15
H 3.0607 -1.4360 0.1325 -0.06 0.07 0.12
H 1.8911 -2.4627 1.0180 0.20 0.09 0.00
H 2.6482 -1.1002 1.8434 -0.04 -0.05 -0.09
```
Forces are in eV/Å.

Computed properties:
Lowest unoccupied orbital energy ... 0.3 eV
Electronic energy ... -8292.2476 eV
Kohn-Sham gap ... 0.3610 Ha
M ... 96.133 g mol⁻¹
Relative energy (zero: lowest compared OMol25 entry of this formula, charge and spin) ... 2.749 eV

---

# C4H8N2O

A molecular structure, C4H8N2O at a distorted geometry (ωB97M-V with the def2-TZVPD basis set, the Open Molecules 2025 dataset).

Structure (XYZ):
```
15
Properties=species:S:1:pos:R:3:forces:R:3
C 1.1761 -0.6881 0.8751 -2.27 1.99 0.87
C 1.1531 -1.7472 0.1042 2.76 0.85 3.31
C 0.0571 0.2055 0.3683 0.95 0.47 -1.35
C 0.6305 1.5654 -0.0864 -1.15 -1.36 -0.17
N -0.4134 -0.5273 -0.8380 -4.03 0.35 1.23
N -2.0098 -1.1022 -0.3015 2.51 3.10 -0.35
O 0.3563 -1.6247 -0.9207 -0.40 -2.90 -2.96
H 1.6036 -0.3068 1.7885 0.67 -0.98 0.02
H 1.8867 -2.4874 0.3464 -0.25 -1.24 -1.22
H -0.7744 0.3035 1.0521 -0.08 0.13 0.35
H -0.1164 2.3123 -0.1249 -0.84 0.95 0.22
H 1.0228 1.5141 -1.0816 0.54 -0.33 -0.45
H 1.3717 1.7868 0.6143 1.31 0.92 0.92
H -2.4319 -0.1171 -0.4832 0.30 -2.58 -0.02
H -2.2874 -1.7880 -1.0045 -0.01 0.63 -0.40
```
Forces are in eV/Å.

Computed properties:
Lowest unoccupied orbital energy ... 1.1 eV
Electronic energy ... -9300.4793 eV
Kohn-Sham gap ... 0.3428 Ha
M ... 100.121 g mol⁻¹
Relative energy (zero: lowest compared OMol25 entry of this formula, charge and spin) ... 5.914 eV

---

# C18H24N3O3PSSrTe

A molecular structure, C18H24N3O3PSSrTe (ωB97M-V with the def2-TZVPD basis set, the Open Molecules 2025 dataset).

Structure (XYZ):
```
52
Properties=species:S:1:pos:R:3:forces:R:3
Sr 0.1622 0.6393 -1.2490 -0.01 -0.34 0.42
C 4.0166 -2.1809 -1.1406 -0.01 0.05 0.00
C 3.5502 -3.4881 -1.1228 -0.03 0.00 0.01
C 2.1909 -3.7246 -1.0731 -0.01 0.00 0.02
C 1.2828 -2.6553 -1.0423 0.12 0.01 0.00
N 1.7566 -1.3982 -1.0810 0.10 0.03 -0.13
C 3.0702 -1.1764 -1.1255 0.06 -0.07 0.06
C -0.1909 -2.8361 -0.9290 -0.33 -0.02 0.01
C -0.6981 -4.1395 -0.8218 0.07 0.01 -0.02
C -2.0506 -4.3608 -0.6376 -0.02 -0.01 0.01
C -2.9079 -3.2734 -0.5668 -0.06 0.01 0.00
C -2.3985 -1.9873 -0.6943 0.03 0.06 0.00
C -1.0377 -1.6949 -0.8770 0.21 -0.19 -0.10
H 5.0700 -1.9447 -1.1778 0.01 -0.01 0.00
H 4.2432 -4.3193 -1.1498 0.00 -0.01 0.00
H 1.8338 -4.7424 -1.0645 0.02 0.00 0.00
H 3.3796 -0.1346 -1.1372 0.01 -0.01 -0.01
H -0.0529 -5.0081 -0.8745 0.00 0.01 -0.01
H -2.4302 -5.3707 -0.5516 0.00 -0.02 0.00
H -3.9704 -3.4312 -0.4205 -0.01 0.00 0.01
H -3.1092 -1.1656 -0.6455 -0.02 0.00 0.00
S 0.8771 0.7001 1.6942 0.05 0.35 0.00
C 1.1136 -0.8944 2.1393 0.01 -0.29 0.06
N 0.2171 -1.8871 2.0623 0.09 0.05 -0.01
C 0.7918 -3.1855 2.3895 -0.03 -0.02 0.02
C 2.2375 -2.8313 2.8046 0.02 -0.02 0.03
N 2.2532 -1.3821 2.6664 -0.03 0.01 -0.07
H -0.5773 -1.7829 1.4443 -0.03 0.00 0.00
H 0.7603 -3.8460 1.5231 0.00 -0.01 0.00
H 0.2418 -3.6563 3.2041 0.00 -0.01 -0.01
H 2.9767 -3.2970 2.1496 -0.01 0.00 0.00
H 2.4453 -3.1280 3.8326 0.01 -0.01 -0.01
H 3.0823 -0.8155 2.6728 -0.02 0.00 0.04
C 1.0477 6.3025 0.0287 -0.04 -0.03 -0.02
C -0.3972 5.8628 -0.0402 0.07 0.08 0.13
O -0.6571 5.2036 -1.3008 -0.01 -0.21 -0.11
P -0.6230 3.6110 -1.3180 -0.53 0.10 -0.33
O 0.4945 3.0195 -0.5217 0.18 -0.03 0.06
Te -0.7685 2.7546 -3.5500 -0.04 0.33 0.08
O -1.9517 3.1461 -0.5059 0.31 0.15 -0.08
C -3.2554 3.5001 -0.9825 -0.16 0.02 -0.03
C -4.2570 3.1544 0.0954 0.05 -0.01 -0.03
H 1.2366 6.8157 0.9725 -0.01 0.01 0.01
H 1.2780 6.9824 -0.7909 0.02 0.00 -0.01
H 1.7008 5.4334 -0.0332 0.02 0.01 0.00
H -1.0797 6.7119 -0.0089 0.00 -0.02 0.01
H -0.6396 5.1879 0.7833 -0.02 0.02 0.00
H -3.4505 2.9459 -1.9043 0.00 0.04 0.00
H -3.2776 4.5680 -1.2159 0.00 -0.01 0.00
H -4.2160 2.0891 0.3228 -0.01 0.00 0.01
H -5.2654 3.3985 -0.2396 -0.01 0.00 -0.01
H -4.0478 3.7112 1.0083 -0.01 0.00 0.01
```
Forces are in eV/Å.

Computed properties:
Lowest unoccupied orbital energy ... 0.1 eV
Electronic energy ... -57926.0199 eV
Kohn-Sham gap ... 0.2798 Ha
M ... 608.669 g mol⁻¹
Relative energy (zero: lowest compared OMol25 entry of this formula, charge and spin) ... 0.678 eV

---

# C10H24NO9PS

3 unconnected molecules or ions with the total composition C10H24NO9PS at a distorted geometry (ωB97M-V with the def2-TZVPD basis set, the Open Molecules 2025 dataset).

Structure (XYZ):
```
46
Properties=species:S:1:pos:R:3:forces:R:3
O 3.9231 -0.8108 1.6990 -0.64 -0.50 -0.13
N 2.9672 -0.5650 1.0666 1.28 -0.72 0.56
O 2.9739 0.7836 0.7929 -0.84 0.98 -0.86
C 1.8930 1.1170 -0.0886 -0.02 1.13 1.07
C 1.0109 2.1467 0.6650 -0.10 2.22 -1.39
P -0.8193 1.7280 0.5701 -0.86 -3.37 0.91
O -1.6534 2.7965 1.5821 0.89 0.43 -1.90
O -1.3763 1.8245 -1.0006 1.08 1.74 1.41
C 1.3724 3.6265 0.2546 0.35 -0.55 0.28
C 2.8760 3.8435 -0.0235 -0.48 0.99 0.85
O 3.3339 3.2813 -1.2662 -1.21 -1.70 0.25
S 2.7090 1.8032 -1.5952 1.89 -2.88 -4.43
O 3.8265 0.8727 -1.8785 -1.67 2.13 1.48
O 1.7901 1.8497 -2.7429 0.61 0.99 2.78
H 1.3621 0.2082 -0.4017 0.18 0.19 -0.20
H 1.2736 2.0713 1.7317 -0.30 -0.35 -0.29
H -1.1787 2.7828 2.4151 0.02 0.05 0.46
H -1.9080 1.0315 -1.0880 -0.37 -0.34 -0.09
H 0.7954 3.9597 -0.6175 0.10 -0.11 0.15
H 1.0921 4.2448 1.1186 0.10 0.09 -0.39
H 3.5050 3.4990 0.8114 -0.17 -0.21 -0.30
H 3.0518 4.9243 -0.1075 0.03 -0.33 -0.19
C 3.3159 -5.2667 -1.0483 0.02 0.10 -0.20
C 2.9169 -4.3171 0.0705 -0.08 -0.61 0.12
C 3.4218 -4.8045 1.4196 0.03 0.16 0.15
O 1.4953 -4.1867 0.1074 0.06 0.46 -0.07
H 2.8831 -6.2583 -0.8863 0.06 0.00 0.11
H 2.9407 -4.9067 -2.0074 0.05 0.05 0.03
H 4.4007 -5.3678 -1.1140 -0.02 -0.03 0.00
H 3.3198 -3.3236 -0.1322 -0.18 0.05 -0.01
H 2.9926 -5.7811 1.6629 0.06 -0.04 -0.11
H 3.1215 -4.1165 2.2114 0.05 0.04 -0.05
H 4.5097 -4.8914 1.4275 -0.02 -0.02 0.01
H 1.1253 -5.0552 0.2857 -0.03 -0.11 0.02
C -5.3078 1.9986 0.2934 0.21 0.12 -0.02
C -5.4207 0.9087 -0.7607 -0.29 -0.15 0.59
C -6.8277 0.3346 -0.8172 -0.03 -0.11 -0.21
O -4.4846 -0.1393 -0.4757 0.25 0.24 -0.49
H -5.5283 1.5964 1.2865 -0.10 -0.02 -0.04
H -4.2914 2.3943 0.3283 -0.03 0.03 -0.04
H -5.9953 2.8223 0.0933 0.00 -0.03 0.01
H -5.1520 1.3152 -1.7372 0.15 -0.14 0.00
H -7.0987 -0.1189 0.1406 0.02 0.11 0.05
H -6.8911 -0.4505 -1.5722 0.01 0.06 -0.03
H -7.5608 1.1071 -1.0549 0.00 -0.02 0.03
H -4.7051 -0.5119 0.3823 -0.03 -0.01 0.10
```
Forces are in eV/Å.

Computed properties:
Lowest unoccupied orbital energy ... -0.1 eV
Electronic energy ... -50796.6975 eV
Kohn-Sham gap ... 0.3081 Ha
M ... 365.341 g mol⁻¹

---

# C23H29BrHfN4OS

A molecular structure, C23H29BrHfN4OS at a distorted geometry (ωB97M-V with the def2-TZVPD basis set, the Open Molecules 2025 dataset).

Structure (XYZ):
```
60
Properties=species:S:1:pos:R:3:forces:R:3
Hf -0.4427 -0.4427 -0.0963 -0.83 0.12 -0.64
C 3.3152 3.5906 1.3647 0.00 0.01 0.00
C 4.0814 2.7412 0.5652 0.00 -0.02 -0.01
C 3.5947 1.5025 0.1992 0.00 0.04 0.02
C 2.3169 1.1358 0.6392 -0.05 -0.03 -0.02
C 1.5368 1.9896 1.4310 0.03 0.03 -0.02
C 2.0445 3.2159 1.8050 -0.02 -0.01 0.01
N 1.7679 -0.1258 0.3436 0.19 -0.31 0.34
N 2.5647 -1.0724 0.1152 0.01 0.18 -0.03
C 1.9715 -2.2917 -0.2296 0.11 -0.12 -0.11
C 2.7914 -3.3940 -0.3142 -0.04 0.02 -0.04
C 2.2242 -4.6177 -0.6750 -0.01 -0.01 0.00
C 0.8637 -4.6773 -0.9540 0.00 0.00 -0.01
C 0.1038 -3.5302 -0.8536 -0.04 0.04 -0.01
N 0.6270 -2.3348 -0.4814 0.26 0.07 -0.02
H 3.7158 4.5540 1.6537 0.00 0.00 0.00
H 5.0632 3.0525 0.2345 0.00 0.00 0.00
H 4.1765 0.8357 -0.4225 -0.01 -0.01 0.00
H 0.5823 1.6550 1.8369 -0.01 -0.02 0.01
H 1.4823 3.8716 2.4556 0.00 0.00 0.00
H 3.8487 -3.2869 -0.1087 0.00 0.02 0.00
H 2.8423 -5.5046 -0.7500 0.00 0.00 0.00
H 0.3962 -5.6033 -1.2610 0.00 0.00 0.00
H -0.9527 -3.5352 -1.0870 0.00 -0.02 0.01
C -3.5422 4.3549 1.4038 0.01 -0.01 0.01
C -2.7825 3.5340 0.4095 0.01 0.00 -0.02
C -2.6946 3.9169 -0.9361 -0.01 0.01 0.03
C -1.9672 3.1685 -1.8576 0.03 -0.03 -0.03
C -1.3558 2.0487 -1.3627 0.11 0.10 0.02
Br -0.2453 0.9077 -2.4656 0.06 -0.09 0.07
N -1.4035 1.6256 -0.0985 0.00 -0.03 0.00
C -2.1218 2.3714 0.7778 0.02 0.00 0.00
H -3.0427 5.3148 1.5503 -0.01 0.01 0.00
H -3.6201 3.8599 2.3695 0.00 0.00 0.00
H -4.5469 4.5669 1.0373 0.00 0.00 0.00
H -3.1961 4.8187 -1.2710 0.00 0.00 0.00
H -1.8841 3.4618 -2.8961 0.00 0.00 0.00
H -2.1442 2.0247 1.8046 -0.01 0.00 0.00
C -4.4653 -4.4423 -3.1109 -0.01 0.00 0.00
C -3.6662 -3.7433 -2.0064 0.01 -0.01 0.02
C -4.4203 -2.5021 -1.5550 0.01 0.03 0.01
S -3.7207 -1.4938 -0.2420 -0.06 -0.02 0.05
O -2.1897 -1.1914 -0.6487 0.30 -0.18 0.38
C -3.4563 -2.6345 1.1201 -0.01 -0.01 -0.04
C -2.9140 -1.9410 2.3678 0.00 -0.03 0.05
C -1.4663 -1.4454 2.3383 0.14 0.27 -0.03
H -3.9352 -5.3310 -3.4471 0.00 0.00 0.00
H -4.6071 -3.7890 -3.9715 0.00 0.00 0.00
H -5.4439 -4.7561 -2.7486 0.00 0.00 0.00
H -2.6864 -3.4493 -2.3937 -0.01 0.00 -0.02
H -3.5247 -4.4320 -1.1698 0.01 0.00 -0.01
H -5.4040 -2.7340 -1.1205 -0.01 0.00 -0.02
H -4.6022 -1.7918 -2.3663 0.02 0.00 0.00
H -2.8149 -3.4416 0.7614 -0.01 0.00 0.00
H -4.4455 -3.0555 1.3266 -0.01 0.03 0.01
H -2.9627 -2.6836 3.1687 0.01 0.00 0.00
H -3.5758 -1.1333 2.6849 -0.01 0.00 -0.02
H -0.7513 -2.1694 1.9174 -0.01 -0.01 -0.05
H -1.1129 -1.2124 3.3451 0.04 -0.11 0.01
H -1.3712 -0.4183 1.8744 -0.20 0.08 0.08
```
Forces are in eV/Å.

Computed properties:
Lowest unoccupied orbital energy ... -14.3 eV
Electronic energy ... -114473.9510 eV
Kohn-Sham gap ... 0.2120 Ha
Charge ... +4
M ... 667.973 g mol⁻¹
Relative energy (zero: lowest compared OMol25 entry of this formula, charge and spin) ... 0.497 eV